Run A
{
  "formula": "C3H2NO3",
  "method": "the ωB97M-V functional and the def2-TZVPD basis",
  "charge": -1,
  "lumo_ev": 4.00,
  "symbols": ["C", "C", "C", "N", "O", "O", "O", "H", "H"],
  "xyz": [[-0.85, -0.94, 0.55], [1.20, 0.83, 0.14], [-0.23, 0.25, 0.09], [-0.65, -0.76, -0.78], [1.65, 0.74, -0.98], [-1.19, -1.73, 1.39], [1.56, 1.39, 1.21], [-1.21, 1.45, 0.01], [-0.27, -1.24, -1.63]],
  "nbo_charge": [0.659, 0.729, -0.083, -0.652, -0.740, -0.598, -0.753, 0.034, 0.405]
}

Run B
{
  "formula": "C3H2NO3",
  "method": "the ωB97M-V functional and the def2-TZVPD basis",
  "charge": -1,
  "lumo_ev": 3.53,
  "symbols": ["C", "C", "C", "N", "O", "O", "O", "H", "H"],
  "xyz": [[-1.27, -0.61, 0.21], [1.93, -0.19, 0.06], [-0.81, 0.54, 0.53], [-1.20, 0.45, -0.89], [1.57, 0.15, -1.01], [-1.53, -1.80, 0.45], [2.48, -0.38, 1.04], [-0.75, 1.50, 1.05], [-0.41, 0.35, -1.43]],
  "nbo_charge": [0.554, 1.035, -0.485, -0.752, -0.563, -0.738, -0.539, 0.181, 0.308]
}

Run C
{
  "formula": "C3H2NO3",
  "method": "the ωB97M-V functional and the def2-TZVPD basis",
  "charge": -1,
  "lumo_ev": 3.65,
  "symbols": ["C", "C", "C", "N", "O", "O", "O", "H", "H"],
  "xyz": [[-1.29, 1.83, -0.36], [0.31, -1.47, -0.27], [1.07, -1.29, 0.91], [-0.57, 1.50, 0.54], [-0.65, -1.46, -1.01], [-1.99, 2.40, -1.06], [1.59, -1.94, -0.43], [1.50, -0.19, 1.00], [0.03, 0.63, 0.68]],
  "nbo_charge": [0.853, 0.664, -0.446, -0.794, -0.673, -0.550, -0.604, 0.106, 0.445]
}

Run D
{
  "formula": "C3H2NO3",
  "method": "the ωB97M-V functional and the def2-TZVPD basis",
  "charge": -1,
  "lumo_ev": 4.32,
  "smiles": "O=C([O-])OC1=CN1",
  "symbols": ["C", "C", "C", "N", "O", "O", "O", "H", "H"],
  "xyz": [[0.31, -0.35, -0.47], [-1.88, 0.47, 0.15], [1.22, 0.28, 0.25], [1.78, -0.70, -0.67], [-1.72, -0.02, 1.24], [-0.94, -0.53, -0.81], [-2.34, 1.42, -0.39], [1.46, 1.02, 0.93], [2.11, -1.60, -0.22]],
  "nbo_charge": [0.520, 0.991, -0.313, -0.677, -0.697, -0.622, -0.675, 0.193, 0.278]
}

Q: What are the energies relative to the best structure? A: run A 0.0; run B 14.0; run C 4.9; run D 43.2, in kJ/mol.

Run A
{
  "formula": "C9H11O3",
  "method": "the ωB97M-V functional and the def2-TZVPD basis",
  "charge": -1,
  "lumo_ev": 3.48,
  "symbols": ["C", "C", "O", "O", "H", "H", "H", "C", "C", "C", "C", "C", "C", "C", "O", "H", "H", "H", "H", "H", "H", "H", "H"],
  "xyz": [[-2.94, -0.97, -1.73], [-2.20, -0.20, -2.82], [-2.70, 0.69, -3.46], [-0.97, -0.63, -3.00], [-3.18, -1.99, -2.03], [-3.86, -0.45, -1.49], [-2.32, -1.11, -0.85], [1.92, 1.90, 2.72], [0.52, -1.03, -0.26], [1.11, 0.20, -0.65], [0.53, -1.27, 1.16], [1.59, 1.13, 0.29], [0.98, -0.31, 2.05], [1.53, 0.92, 1.64], [-0.04, -1.80, -1.14], [-0.55, -1.19, -2.16], [1.02, 0.58, -1.66], [0.30, -2.26, 1.55], [2.04, 2.01, -0.17], [0.95, -0.67, 3.08], [2.93, 1.66, 3.12], [1.19, 1.89, 3.52], [2.15, 2.89, 2.31]],
  "nbo_charge": [-0.747, 0.798, -0.661, -0.742, 0.218, 0.204, 0.245, -0.614, 0.374, -0.339, -0.308, -0.187, -0.206, -0.134, -0.782, 0.493, 0.216, 0.195, 0.188, 0.186, 0.193, 0.206, 0.203]
}

Run B
{
  "formula": "C9H11O3",
  "method": "the ωB97M-V functional and the def2-TZVPD basis",
  "charge": -1,
  "lumo_ev": 3.17,
  "symbols": ["C", "C", "C", "C", "C", "C", "C", "O", "H", "H", "H", "H", "H", "H", "H", "H", "C", "C", "O", "O", "H", "H", "H"],
  "xyz": [[2.42, -1.14, -0.28], [0.12, 0.87, 2.65], [1.31, 0.42, 3.15], [-0.52, 0.52, 1.48], [2.05, -0.25, 2.10], [0.24, -0.46, 0.71], [1.61, -0.67, 0.88], [-0.50, 1.92, 3.44], [-1.49, 2.09, 3.24], [1.44, 0.57, 4.20], [-1.54, 0.98, 1.21], [3.07, -0.34, 2.33], [-0.29, -0.95, -0.17], [2.05, -0.61, -1.34], [2.11, -2.13, -0.71], [3.60, -1.08, -0.25], [-1.84, -0.30, -4.54], [-1.59, -0.33, -2.99], [-1.37, 0.86, -2.51], [-1.44, -1.46, -2.53], [-1.44, 0.51, -5.03], [-2.78, -0.57, -4.86], [-1.13, -1.11, -4.85]],
  "nbo_charge": [-0.652, 0.287, -0.313, -0.281, -0.171, -0.121, -0.123, -0.739, 0.474, 0.231, 0.240, 0.189, 0.265, 0.250, 0.236, 0.215, -0.743, 0.778, -0.821, -0.770, 0.191, 0.188, 0.190]
}

Q: What are the energies relative to the best structure? A: run A 0.0; run B 288.1, in kJ/mol.

Run A
{
  "formula": "C9H11O3",
  "method": "the ωB97M-V functional and the def2-TZVPD basis",
  "charge": -1,
  "lumo_ev": 3.40,
  "symbols": ["C", "C", "O", "O", "H", "H", "H", "C", "C", "C", "C", "C", "C", "C", "O", "H", "H", "H", "H", "H", "H", "H", "H"],
  "xyz": [[1.20, 3.08, 2.93], [0.92, 3.68, 1.57], [0.11, 3.02, 0.79], [1.56, 4.65, 1.18], [0.99, 2.00, 2.93], [0.59, 3.37, 3.79], [2.26, 3.16, 3.17], [-0.90, -3.20, -2.75], [-0.86, 0.11, -0.88], [-1.14, -0.89, -1.80], [-0.07, -0.16, 0.26], [-0.68, -2.19, -1.62], [0.45, -1.46, 0.36], [0.07, -2.50, -0.49], [0.00, 0.65, 1.28], [-1.18, 1.12, -1.11], [-1.82, -0.69, -2.61], [-0.01, 1.86, 1.04], [1.11, -1.70, 1.18], [0.04, -3.47, -3.22], [-1.66, -2.81, -3.42], [0.32, -3.52, -0.26], [-1.29, -4.10, -2.32]],
  "nbo_charge": [-0.751, 0.783, -0.753, -0.683, 0.241, 0.214, 0.212, -0.614, -0.304, -0.200, 0.351, -0.105, -0.286, -0.213, -0.770, 0.214, 0.186, 0.496, 0.198, 0.200, 0.201, 0.190, 0.194]
}

Run B
{
  "formula": "C9H11O3",
  "method": "the ωB97M-V functional and the def2-TZVPD basis",
  "charge": -1,
  "lumo_ev": 2.71,
  "symbols": ["C", "C", "O", "O", "H", "H", "H", "C", "C", "C", "C", "C", "C", "C", "O", "H", "H", "H", "H", "H", "H", "H", "H"],
  "xyz": [[-1.19, 0.46, -2.47], [-2.11, -0.12, -3.59], [-2.21, -1.34, -3.57], [-2.66, 0.64, -4.47], [-1.70, 0.68, -1.54], [-0.65, 1.42, -2.72], [-0.46, -0.36, -2.17], [2.76, -0.69, 0.06], [-0.80, 0.22, 2.37], [0.14, 1.22, 2.05], [-0.69, -1.00, 1.76], [1.37, 0.83, 1.42], [0.41, -1.27, 0.98], [1.54, -0.41, 0.85], [-1.93, 0.61, 3.02], [-2.16, 1.56, 2.96], [-0.06, 2.19, 2.36], [-1.37, -1.89, 1.97], [2.07, 1.64, 1.22], [0.49, -2.10, 0.27], [3.40, 0.15, -0.14], [2.51, -0.92, -1.01], [3.32, -1.52, 0.40]],
  "nbo_charge": [-0.738, 0.752, -0.776, -0.814, 0.196, 0.186, 0.195, -0.634, 0.288, -0.277, -0.262, -0.175, -0.169, -0.060, -0.695, 0.486, 0.194, 0.230, 0.197, 0.219, 0.216, 0.229, 0.212]
}

Q: What are the energies relative to the best structure? A: run A 0.0; run B 152.5, in kJ/mol.

Run A
{
  "formula": "C21H45BiOP3S",
  "method": "the ωB97M-V functional and the def2-TZVPD basis",
  "charge": 3,
  "lumo_ev": [-10.28, -11.73],
  "symbols": ["Bi", "P", "P", "P", "H", "C", "C", "H", "C", "C", "C", "C", "C", "C", "C", "C", "C", "H", "H", "H", "H", "H", "H", "H", "H", "H", "H", "H", "H", "H", "H", "H", "H", "H", "H", "H", "H", "H", "H", "H", "H", "H", "H", "H", "H", "H", "C", "C", "C", "C", "C", "C", "S", "H", "H", "H", "H", "H", "H", "C", "C", "C", "O", "C", "H", "H", "H", "H", "H", "H", "H", "H"],
  "xyz": [[1.67, -0.31, 1.09], [-0.42, -1.03, -0.57], [3.40, -1.20, -0.96], [-1.66, 3.84, -0.39], [1.25, 1.65, -0.88], [1.87, 1.61, 0.02], [1.28, 1.84, 1.33], [1.90, 2.33, 2.09], [-0.65, -0.12, -2.14], [-0.35, -2.78, -1.08], [-2.07, -0.89, 0.21], [5.11, -0.61, -0.68], [3.56, -3.02, -0.97], [3.08, -0.74, -2.71], [-2.03, 5.56, 0.13], [-2.37, 2.91, 1.01], [-2.89, 3.61, -1.73], [2.92, 1.85, -0.16], [0.22, 2.12, 1.37], [-1.29, -0.71, -2.81], [0.32, 0.06, -2.65], [-1.13, 0.86, -1.96], [-1.30, -3.04, -1.57], [-0.21, -3.43, -0.20], [0.48, -2.96, -1.78], [-2.63, -1.81, 0.00], [-2.63, -0.04, -0.21], [-1.97, -0.77, 1.30], [5.80, -1.46, -0.74], [5.17, -0.17, 0.32], [5.38, 0.15, -1.43], [3.05, -3.46, -1.83], [3.11, -3.42, -0.05], [4.63, -3.29, -0.98], [3.91, -1.08, -3.34], [2.98, 0.35, -2.80], [2.14, -1.21, -3.06], [-3.04, 5.83, -0.21], [-1.29, 6.25, -0.30], [-1.97, 5.63, 1.23], [-2.01, 3.36, 1.95], [-2.06, 1.86, 0.99], [-3.46, 2.97, 0.96], [-3.64, 4.40, -1.68], [-3.36, 2.62, -1.64], [-2.37, 3.67, -2.70], [2.26, 3.82, -2.39], [1.37, 3.56, -3.46], [1.88, 3.12, -4.68], [3.26, 2.94, -4.85], [4.14, 3.20, -3.79], [3.64, 3.65, -2.56], [1.63, 4.31, -0.83], [0.35, 4.06, -1.08], [0.30, 3.69, -3.29], [1.20, 2.92, -5.51], [3.64, 2.60, -5.81], [5.21, 3.05, -3.93], [4.29, 3.86, -1.71], [-0.85, -2.16, 5.02], [-0.32, -0.85, 5.62], [-0.21, 0.12, 4.44], [-0.31, -0.64, 3.21], [-0.63, -2.03, 3.51], [-0.33, -3.03, 5.41], [-1.92, -2.26, 5.22], [0.67, -1.01, 6.06], [-0.99, -0.45, 6.40], [-1.02, 0.86, 4.47], [0.75, 0.65, 4.45], [0.22, -2.67, 3.18], [-1.51, -2.33, 2.92]],
  "lowdin_charge": [1.499, 0.757, 0.702, 0.787, 0.031, -0.501, -0.370, 0.092, -0.223, -0.228, -0.217, -0.230, -0.235, -0.245, -0.247, -0.281, -0.265, 0.057, 0.044, 0.085, 0.025, 0.039, 0.078, 0.067, 0.044, 0.076, 0.050, 0.030, 0.066, 0.049, 0.060, 0.060, 0.049, 0.064, 0.080, 0.031, 0.037, 0.058, 0.047, 0.056, 0.054, -0.003, 0.067, 0.055, 0.043, 0.033, -0.552, -0.069, -0.028, -0.006, -0.029, -0.077, 1.049, -0.221, 0.107, 0.132, 0.136, 0.133, 0.124, -0.129, -0.130, -0.189, -0.336, -0.198, 0.123, 0.125, 0.121, 0.126, 0.125, 0.112, 0.111, 0.112]
}

Run B
{
  "formula": "C21H45BiOP3S",
  "method": "the ωB97M-V functional and the def2-TZVPD basis",
  "charge": 3,
  "lumo_ev": [-10.66, -10.66],
  "symbols": ["Bi", "P", "P", "P", "H", "C", "C", "H", "C", "C", "C", "C", "C", "C", "C", "C", "C", "H", "H", "H", "H", "H", "H", "H", "H", "H", "H", "H", "H", "H", "H", "H", "H", "H", "H", "H", "H", "H", "H", "H", "H", "H", "H", "H", "H", "H", "C", "C", "C", "C", "C", "C", "S", "H", "H", "H", "H", "H", "H", "C", "C", "C", "O", "C", "H", "H", "H", "H", "H", "H", "H", "H"],
  "xyz": [[0.01, -1.16, 0.12], [0.98, -3.24, 1.40], [1.93, 0.80, 1.22], [2.14, -0.84, -2.04], [-2.53, -1.02, -2.12], [-1.58, -1.50, -2.40], [-0.94, -2.38, -1.49], [-1.63, -2.86, -0.75], [-0.26, -3.12, 2.73], [2.61, -3.00, 2.15], [0.85, -4.84, 0.58], [1.71, 2.58, 0.80], [1.52, 1.02, 3.00], [3.76, 0.81, 1.36], [1.91, -1.36, -3.81], [3.67, -1.81, -1.69], [2.96, 0.77, -2.34], [-1.55, -1.74, -3.47], [-0.02, -2.86, -1.86], [-1.19, -2.64, 2.37], [0.11, -2.52, 3.57], [-0.50, -4.14, 3.07], [2.62, -2.12, 2.82], [3.37, -2.84, 1.36], [2.86, -3.91, 2.72], [0.08, -4.82, -0.20], [0.59, -5.60, 1.33], [1.82, -5.08, 0.11], [2.42, 3.13, 1.45], [0.68, 2.90, 1.03], [1.95, 2.77, -0.25], [2.43, 1.34, 3.54], [1.18, 0.09, 3.47], [0.74, 1.78, 3.13], [4.01, 1.59, 2.09], [4.23, 1.06, 0.40], [4.11, -0.17, 1.73], [2.80, -1.02, -4.38], [1.02, -0.89, -4.25], [1.83, -2.45, -3.89], [4.35, -1.74, -2.56], [3.42, -2.87, -1.52], [4.18, -1.40, -0.81], [3.40, 0.76, -3.35], [3.77, 0.94, -1.62], [2.24, 1.59, -2.28], [-2.65, 1.87, -2.97], [-2.19, 3.20, -2.94], [-3.10, 4.19, -2.64], [-4.40, 3.86, -2.23], [-4.80, 2.54, -2.10], [-3.90, 1.51, -2.44], [-1.82, 0.82, -4.09], [-0.54, 1.20, -3.88], [-1.18, 3.42, -3.24], [-2.80, 5.22, -2.67], [-5.04, 4.70, -1.96], [-5.77, 2.26, -1.68], [-4.18, 0.45, -2.30], [-2.70, 1.47, 3.72], [-2.93, 2.22, 2.40], [-2.15, 1.45, 1.33], [-1.51, 0.31, 1.96], [-2.02, 0.16, 3.32], [-2.03, 2.03, 4.38], [-3.63, 1.26, 4.25], [-2.61, 3.27, 2.44], [-4.00, 2.21, 2.13], [-2.81, 1.09, 0.53], [-1.36, 2.09, 0.88], [-1.18, -0.11, 3.99], [-2.75, -0.67, 3.34]],
  "lowdin_charge": [1.466, 0.691, 0.680, 0.760, 0.056, -0.064, -0.473, 0.098, -0.235, -0.217, -0.204, -0.244, -0.261, -0.259, -0.241, -0.256, -0.246, 0.065, 0.044, 0.035, 0.072, 0.078, 0.056, 0.052, 0.087, 0.053, 0.084, 0.077, 0.080, 0.040, 0.039, 0.070, 0.024, 0.059, 0.067, 0.037, 0.043, 0.072, 0.033, 0.064, 0.078, 0.044, 0.036, 0.070, 0.035, 0.038, -0.622, -0.119, -0.051, -0.047, -0.057, -0.119, 0.938, -0.108, 0.101, 0.116, 0.127, 0.125, 0.101, -0.127, -0.127, -0.197, -0.373, -0.180, 0.120, 0.129, 0.125, 0.123, 0.111, 0.098, 0.109, 0.124]
}

Q: What are the energies relative to the best structure? A: run A 0.0; run B 17.9, in kJ/mol.

Run A
{
  "formula": "C3H4ClNS",
  "method": "the ωB97M-V functional and the def2-TZVPD basis",
  "lumo_ev": -0.04,
  "smiles": "Cl[C@H]1C=NSC1",
  "symbols": ["C", "C", "C", "H", "H", "H", "H", "N", "S", "Cl"],
  "xyz": [[0.32, 0.31, 0.56], [0.03, 0.52, -1.08], [0.03, -1.06, 0.84], [1.25, 0.72, 0.84], [1.08, 1.20, -1.39], [-0.97, 1.21, -1.19], [-0.27, -1.10, 1.87], [-0.38, -1.90, -0.07], [0.00, -1.19, -1.75], [-1.10, 1.29, 1.37]],
  "nbo_charge": [-0.181, -0.610, 0.004, 0.236, 0.242, 0.263, 0.215, -0.417, 0.349, -0.100]
}

Run B
{
  "formula": "C3H4ClNS",
  "method": "the ωB97M-V functional and the def2-TZVPD basis",
  "lumo_ev": 0.49,
  "smiles": "N#CCSCCl",
  "symbols": ["C", "C", "C", "N", "S", "Cl", "H", "H", "H", "H"],
  "xyz": [[-1.12, 0.48, -0.78], [1.01, -0.39, 0.88], [0.47, -1.59, 0.06], [-0.26, -2.25, -0.52], [0.38, 1.13, 0.00], [-2.48, 0.08, 0.38], [-0.85, -0.37, -1.39], [0.49, -0.37, 1.87], [2.18, -0.34, 0.91], [-1.48, 1.22, -1.49]],
  "nbo_charge": [-0.541, -0.624, 0.272, -0.326, 0.246, -0.067, 0.247, 0.270, 0.279, 0.244]
}

Run C
{
  "formula": "C3H4ClNS",
  "method": "the ωB97M-V functional and the def2-TZVPD basis",
  "lumo_ev": -0.15,
  "smiles": "C=C(Cl)C(N)=S",
  "symbols": ["C", "C", "C", "H", "H", "H", "H", "N", "S", "Cl"],
  "xyz": [[0.54, 0.31, -0.55], [-0.02, -0.76, 0.22], [0.13, -2.05, -0.22], [2.41, -0.41, -0.48], [2.49, 1.03, -1.18], [0.59, -2.27, -1.22], [-0.21, -2.91, 0.34], [1.85, 0.28, -0.75], [-0.32, 1.56, -1.11], [-1.00, -0.43, 1.70]],
  "nbo_charge": [0.015, -0.064, -0.379, 0.378, 0.418, 0.219, 0.223, -0.735, -0.093, 0.017]
}

Q: What are the energies relative to the best structure? A: run A 139.1; run B 0.0; run C 15.6, in kJ/mol.